Below is 4 unconnected molecules or ions with the total composition C41H77NO5 in a non-equilibrium geometry, with properties calculated with ωB97M-V/def2-TZVPD.

XYZ file:
```
124
Properties=species:S:1:pos:R:3:lowdin_charge:R:1
C 9.79 2.65 -1.56 0.013
C 9.04 1.94 -2.47 -0.067
C 7.78 2.50 -3.20 -0.445
N 7.63 3.93 -2.90 0.106
O 8.05 2.53 -4.63 0.052
C 6.77 2.72 -5.17 -0.496
O 6.61 3.19 -6.24 0.181
O 5.77 2.31 -4.26 0.054
C 6.47 1.62 -3.20 -0.193
C 6.77 0.11 -3.50 -0.075
C 5.50 -0.81 -3.45 -0.194
O 5.20 -1.31 -2.14 -0.143
C 4.01 -0.74 -1.60 -0.185
C 2.83 -1.78 -1.53 -0.168
O 1.86 -1.47 -0.50 -0.104
C 1.35 -0.18 -0.80 -0.269
C 1.67 0.95 0.03 -0.001
C 1.08 2.24 -0.32 -0.014
C 0.20 2.38 -1.49 -0.158
C -0.42 3.80 -1.83 -0.452
C 0.52 5.00 -1.38 -0.053
C -1.70 3.90 -0.87 -0.065
C -0.97 3.91 -3.29 -0.134
C 0.08 4.20 -4.44 -0.520
C 1.53 3.65 -4.20 -0.063
C -0.47 3.44 -5.75 -0.066
C 0.12 5.74 -4.86 -0.066
C -0.09 1.22 -2.32 -0.022
C 0.48 -0.09 -2.00 0.019
H 10.18 2.13 -0.65 0.071
H 10.08 3.72 -1.69 0.068
H 9.40 0.91 -2.71 0.111
H 8.49 4.41 -3.16 0.098
H 7.54 4.09 -1.89 0.090
H 6.01 1.87 -2.21 0.175
H 7.62 -0.28 -2.88 0.120
H 7.14 0.08 -4.57 0.141
H 5.74 -1.70 -4.09 0.130
H 4.64 -0.28 -3.94 0.133
H 3.71 0.23 -2.09 0.128
H 4.24 -0.47 -0.53 0.137
H 2.35 -1.94 -2.54 0.116
H 3.25 -2.78 -1.24 0.136
H 2.32 0.88 0.94 0.121
H 1.31 3.13 0.31 0.106
H 0.33 5.93 -1.95 0.081
H 0.35 5.13 -0.27 0.082
H 1.60 4.67 -1.45 0.075
H -2.42 3.11 -1.25 0.083
H -2.14 4.93 -0.88 0.088
H -1.44 3.56 0.17 0.086
H -1.63 3.03 -3.51 0.098
H -1.69 4.79 -3.29 0.124
H 2.08 4.35 -3.52 0.074
H 1.59 2.58 -3.90 0.074
H 2.07 3.73 -5.20 0.095
H -0.31 4.02 -6.69 0.074
H 0.09 2.46 -5.77 0.080
H -1.55 3.13 -5.62 0.076
H -0.95 6.08 -4.97 0.087
H 0.71 6.37 -4.15 0.071
H 0.54 5.78 -5.90 0.078
H -0.73 1.24 -3.23 0.107
H 0.28 -0.97 -2.64 0.106
C -1.54 -7.75 0.46 -0.114
C -0.79 -7.65 -0.86 -0.273
C 0.62 -7.08 -0.72 -0.229
C 0.70 -5.65 -0.18 -0.224
C -0.06 -4.61 -1.00 -0.262
C 0.46 -4.46 -2.42 -0.106
H -1.68 -6.77 0.92 0.065
H -2.53 -8.19 0.30 0.069
H -1.00 -8.39 1.16 0.075
H -1.37 -7.05 -1.57 0.098
H -0.72 -8.65 -1.30 0.104
H 1.13 -7.14 -1.69 0.100
H 1.20 -7.73 -0.05 0.109
H 1.75 -5.36 -0.13 0.108
H 0.33 -5.63 0.85 0.102
H 0.02 -3.64 -0.49 0.094
H -1.13 -4.85 -1.02 0.100
H 1.52 -4.18 -2.42 0.057
H -0.10 -3.68 -2.95 0.067
H 0.36 -5.38 -2.99 0.068
C -2.42 -0.27 0.67 -0.102
C -3.84 0.06 0.21 -0.262
C -4.41 1.30 0.90 -0.225
C -4.57 1.19 2.42 -0.225
C -5.43 0.03 2.90 -0.269
C -6.88 0.12 2.43 -0.109
H -2.38 -0.51 1.73 0.068
H -2.04 -1.15 0.13 0.066
H -1.74 0.56 0.47 0.063
H -4.49 -0.80 0.37 0.099
H -3.82 0.24 -0.87 0.102
H -5.38 1.54 0.45 0.102
H -3.77 2.16 0.68 0.091
H -4.99 2.13 2.79 0.110
H -3.58 1.11 2.88 0.100
H -5.43 0.03 3.99 0.085
H -5.00 -0.92 2.59 0.102
H -7.34 1.05 2.77 0.076
H -7.46 -0.71 2.83 0.069
H -6.95 0.08 1.34 0.066
C -4.36 0.84 7.24 -0.111
C -3.96 -0.59 6.92 -0.272
C -5.12 -1.58 6.98 -0.230
C -5.78 -1.72 8.36 -0.229
C -4.84 -2.14 9.49 -0.273
C -4.21 -3.52 9.28 -0.114
H -4.74 0.93 8.26 0.066
H -3.50 1.51 7.15 0.070
H -5.14 1.19 6.55 0.070
H -3.15 -0.91 7.59 0.099
H -3.54 -0.62 5.91 0.098
H -4.77 -2.56 6.64 0.102
H -5.89 -1.27 6.27 0.101
H -6.59 -2.46 8.28 0.109
H -6.26 -0.78 8.64 0.101
H -5.40 -2.16 10.43 0.104
H -4.05 -1.40 9.62 0.098
H -4.99 -4.28 9.18 0.075
H -3.58 -3.78 10.13 0.069
H -3.59 -3.54 8.38 0.065
```

LUMO	0.257	eV
frontier orbital gap	8.87	eV
E_tot	-55490.056	eV
net charge	0
SMILES	C=C[C@@]1(N)OC(=O)O[C@H]1CCOCCOc1ccc(C(C)(C)CC(C)(C)C)cc1.CCCCCC.CCCCCC.CCCCCC
highest occupied orbital energy	-8.611	eV